[1]
The following is a DFT calculation (ωB97M-V/def2-TZVPD) of 3 unconnected molecules or ions with the total composition C10H19BBrO9.

The geometry in ORCA input format:
```
! RIJCOSX wB97M-V def2-TZVPD def2/J DEFGRID3
* xyz -1 1
C -3.609 -2.159 -0.377
C -2.401 -1.336 0.118
O -1.378 -1.276 -0.910
C -2.777 0.087 0.583
B -2.360 0.276 2.152
Br -3.170 2.032 2.905
C -0.747 0.362 2.296
O -0.184 0.357 3.628
O -0.676 -0.775 4.353
H -4.385 -1.521 -0.814
H -4.044 -2.708 0.469
H -3.276 -2.896 -1.119
H -1.984 -1.876 0.986
H -0.846 -2.060 -0.789
H -2.288 0.816 -0.078
H -3.863 0.225 0.505
H -2.840 -0.640 2.785
H -0.223 -0.385 1.668
H -0.439 1.352 1.914
H -1.418 -0.385 4.834
C 0.389 -0.771 -3.492
C 1.677 0.026 -3.424
O 2.015 0.176 -4.815
C 0.885 0.051 -5.541
O 0.802 0.285 -6.708
O -0.136 -0.378 -4.772
H -0.309 -0.536 -2.692
H 0.568 -1.848 -3.509
H 1.536 1.015 -2.989
H 2.478 -0.475 -2.893
C 2.494 1.668 2.123
C 4.003 1.789 2.208
O 4.439 1.009 1.087
C 3.422 0.956 0.194
O 3.509 0.514 -0.908
O 2.299 1.470 0.716
H 1.961 2.556 2.450
H 2.101 0.803 2.656
H 4.351 2.816 2.071
H 4.422 1.385 3.126
*
```

HOMO energy, eV: -5.376

These are the Mulliken partial charges, in e, on atoms 1 to 8:
1. C -1.4927
2. C 0.7311
3. O -0.3443
4. C -1.2113
5. B 0.2557
6. Br -0.4846
7. C -0.2489
8. O -0.2434

[2]
The following is a DFT calculation (ωB97M-V/def2-TZVPD) of a gas-phase ion, C5H13N2 (charge +1) at a distorted geometry.

The geometry in ORCA input format:
```
! RIJCOSX wB97M-V def2-TZVPD def2/J DEFGRID3
* xyz 1 1
C 2.312 -1.035 0.412
C 1.101 -0.818 1.327
C 0.739 0.645 1.462
C 0.150 1.306 0.216
N -1.118 0.573 -0.163
C -1.626 0.382 -1.352
N -1.782 -0.831 -1.868
H 2.056 -0.771 -0.626
H 2.634 -2.064 0.269
H 3.128 -0.370 0.674
H 1.303 -1.415 2.212
H 0.252 -1.314 0.840
H 1.651 1.247 1.567
H 0.074 0.881 2.291
H -0.144 2.329 0.429
H 0.817 1.273 -0.641
H -1.342 -0.126 0.536
H -1.759 1.176 -2.081
H -1.500 -1.662 -1.357
H -2.588 -1.022 -2.453
*
```

SMILES: CCCC/[NH+]=C/N
HOMO energy, eV: -15.072

These are the Mulliken partial charges, in e, on atoms 1 to 8:
1. C -1.2516
2. C 0.0429
3. C -0.7757
4. C -0.6593
5. N -0.1692
6. C 0.0058
7. N -0.2847
8. H 0.2747